(1)
# C8H17N2

2 unconnected molecules or ions with the total composition C8H17N2 (wB97M-V/def2-TZVPD, OMol25).

Element x y z (Å)
1 H -0.82201 1.47544 1.95736
2 C -2.57916 -0.22631 0.73122
3 H 2.49141 -0.07869 -0.43452
4 C -0.94309 -0.78262 -2.51582
5 H -1.12650 -1.43664 -1.57935
6 H 0.89028 1.47338 2.66393
7 H -0.56316 0.09849 -2.23195
8 H 1.63421 0.96155 0.62395
9 N 0.91369 -1.10925 0.43691
10 C 0.19104 1.83632 1.85619
11 H -1.80938 -0.54835 -3.04759
12 C 2.14779 -1.03213 -0.06474
13 H -3.60209 -0.33394 0.38129
14 N 0.65179 1.22467 0.53934
15 C -1.34906 -0.23008 0.67547
16 H 0.75157 3.06633 -0.50111
17 H 0.00867 -2.30339 2.03035
18 H -0.97270 2.24404 -0.27400
19 H 0.28814 1.79932 -1.49841
20 H 0.16023 2.89544 1.94366
21 H -0.47698 -2.61995 0.20619
22 H 2.74111 -1.82704 -0.28374
23 H -0.26979 -1.29579 -3.15844
24 C 0.09640 -0.08940 0.57940
25 C 0.13120 2.20559 -0.50955
26 H 1.11631 -3.04904 0.57882
27 C 0.30011 -2.31795 0.89512

Forces on the atoms, in the same order (eV/Å):
-0.06 -0.01 0.51
1.89 -0.31 -0.79
-0.08 -0.04 -0.24
-0.62 -3.95 1.50
-0.03 1.11 -1.75
-1.03 0.09 -0.78
1.71 3.17 1.20
0.47 1.39 -0.49
1.20 1.07 -0.93
1.21 -1.14 1.59
-1.70 -0.09 -0.68
-2.06 1.97 0.71
0.51 0.19 0.59
-1.02 1.31 1.30
-0.46 0.30 0.13
-0.06 1.15 0.64
0.67 -0.03 -2.48
1.39 0.57 -0.41
-0.21 -0.41 -0.18
0.40 0.99 -0.75
-0.68 0.35 0.32
1.26 -2.43 0.10
0.62 -0.40 -0.56
-3.68 0.28 0.03
-0.36 -1.98 -0.40
-1.14 0.19 1.41
1.87 -3.34 0.42

Values from the calculation:
E_HOMO (alpha / beta): -0.4175 / -0.4175 hartree
energy relative to the best compared isomer or geometry (same formula, charge and spin): 6.788 eV
molecular weight: 141.24 g/mol
charge: +1
LUMO (alpha / beta): -3.65 / -3.65 eV

=====

(2)
# C14H29N5O2S2V

A molecular structure, C14H29N5O2S2V (wB97M-V/def2-TZVPD, OMol25).

Element x y z (Å)
1 C 1.62887 0.08396 -2.97605
2 N 2.50037 -0.90484 -2.56525
3 C -2.62533 0.56566 3.11425
4 C -3.54503 0.62766 2.13125
5 C -2.88553 0.84816 4.56205
6 H 2.05707 -1.81204 -2.54645
7 H 1.84577 1.02256 1.56055
8 O -0.72363 2.12876 0.46415
9 C -0.33003 -2.93124 1.34525
10 C 0.30697 -3.24914 -1.05415
11 H -2.19963 -4.06474 -0.32785
12 C 0.35207 2.77726 0.26475
13 N 0.37817 -0.17964 -2.97895
14 H 1.06287 1.44936 -1.22295
15 H 3.64667 2.73836 -3.26115
16 H -3.95023 0.87266 4.77775
17 H 1.52637 2.03936 -3.42775
18 C -0.67173 -2.54494 -0.10105
19 C 3.51277 1.72226 -2.88195
20 H 0.20467 -4.32884 -0.97855
21 N 2.19467 1.29326 -3.30495
22 H 1.33107 -2.98144 -0.79245
23 H -1.06933 -2.51054 2.02615
24 H -5.11523 1.91166 2.84465
25 H -2.44963 1.80806 4.84385
26 H -2.35903 -2.70514 -1.45375
27 H 4.26267 1.08276 -3.36535
28 H 4.78427 2.07596 -1.21405
29 H 2.11367 -0.02464 0.30435
30 C -2.10833 -2.98714 -0.43365
31 H 0.64777 -2.52814 1.61275
32 H -5.45263 0.17746 2.98665
33 S -3.11043 0.22366 0.49475
34 H 0.10067 -2.95294 -2.08215
35 H 3.75697 0.66136 -1.01765
36 H -2.41283 0.07986 5.17265
37 S -0.98283 0.06836 2.76765
38 H 3.39967 -0.90034 -3.02095
39 C 2.80087 2.53606 -0.52515
40 H -2.80643 -2.49464 0.24065
41 O 0.54687 3.96006 0.45055
42 N 1.50707 0.71716 0.64695
43 H -0.22893 0.59386 -3.23635
44 H 3.26067 2.74876 0.44345
45 H -0.30113 -0.88084 -1.20605
46 H -5.51343 0.96166 1.40525
47 N -0.56633 -1.11764 -0.23845
48 C 3.77137 1.69776 -1.36445
49 C -4.99573 0.94366 2.36005
50 H -0.31363 -4.01374 1.45615
51 V -0.85993 0.35716 0.58815
52 H 2.61277 3.49866 -1.00325
53 C 1.46327 1.83936 -0.28385

Forces on the atoms, in the same order (eV/Å):
-0.02 0.27 -0.23
0.20 0.05 -0.06
-0.32 -0.01 -0.17
0.35 -0.03 0.34
0.01 0.06 -0.10
0.03 0.05 -0.05
-0.04 -0.10 -0.19
-1.32 1.72 -0.38
-0.21 0.04 -0.28
-0.14 0.33 0.15
-0.03 -0.16 0.00
2.46 1.37 -0.64
-0.58 -0.20 0.03
0.06 0.06 0.15
0.05 -0.14 -0.02
-0.08 0.00 0.07
0.00 -0.17 -0.06
-0.36 -1.35 0.45
0.39 -0.25 0.39
-0.03 -0.08 0.04
-0.32 0.03 -0.11
0.12 0.00 -0.01
0.09 -0.11 0.00
-0.09 0.04 0.02
-0.01 0.04 0.08
-0.06 0.01 -0.14
0.00 0.24 -0.04
0.06 -0.07 0.00
-0.25 0.01 0.10
0.33 0.15 0.18
0.04 -0.03 0.07
-0.12 0.02 0.06
-0.40 -0.02 -0.17
0.02 0.01 -0.13
0.13 0.05 0.00
-0.05 -0.02 0.13
0.23 -0.02 0.27
0.06 -0.07 0.06
-0.09 -0.22 -0.15
-0.04 -0.04 -0.03
-0.29 -0.45 -0.05
-0.23 -0.14 0.26
0.25 0.09 -0.03
-0.08 0.08 0.00
0.18 0.04 -0.19
-0.13 0.05 0.02
0.79 -1.41 -2.11
-0.10 0.18 -0.07
0.08 -0.02 0.05
0.00 -0.10 -0.01
-0.68 -0.69 2.47
0.00 0.07 0.03
0.16 0.82 0.01

Values from the calculation:
E_HOMO (alpha / beta): -0.2588 / -0.2614 hartree
molecular weight: 414.50 g/mol
spin multiplicity: 2
charge: 0
<S²>: 0.77
LUMO (alpha / beta): 0.27 / 0.28 eV